Record 1
{"formula": "C28H43BBrCl26F5NO4", "method": "the ωB97M-V functional and the def2-TZVPD basis", "max_force_ev_per_a": 5.5, "e_homo_ev": -4.3, "homo_lumo_gap_ha": 0.216, "total_charge": -1, "total_energy_ev": -449299.378, "lumo_ha": 0.0566, "elements": ["N", "C", "C", "O", "C", "B", "O", "C", "C", "C", "O", "Br", "C", "C", "F", "F", "C", "C", "C", "C", "C", "C", "F", "F", "F", "C", "O", "H", "H", "H", "H", "H", "H", "H", "H", "H", "H", "H", "H", "H", "H", "H", "H", "H", "C", "Cl", "Cl", "H", "H", "C", "Cl", "Cl", "H", "H", "C", "Cl", "Cl", "H", "H", "C", "Cl", "Cl", "H", "H", "C", "Cl", "Cl", "H", "H", "C", "Cl", "Cl", "H", "H", "C", "Cl", "Cl", "H", "H", "C", "Cl", "Cl", "H", "H", "C", "Cl", "Cl", "H", "H", "C", "Cl", "Cl", "H", "H", "C", "Cl", "Cl", "H", "H", "C", "Cl", "Cl", "H", "H", "C", "Cl", "Cl", "H", "H"], "xyz": [[2.3736, -4.5058, 1.2867], [1.8676, -3.9173, 0.0089], [2.4717, -2.3997, -0.0754], [2.5950, -1.7847, 1.2269], [1.7152, -1.5590, -1.1993], [0.5151, -0.5662, -0.7346], [0.6319, 0.3225, 0.4379], [-0.7031, 0.5187, 0.9951], [-0.9291, -0.3657, 2.3110], [-1.7021, 0.4078, 3.4855], [-1.7618, 1.6598, 3.5469], [-2.6700, -0.5667, 4.9555], [-1.5920, 0.1281, -0.3290], [-3.1685, 0.1773, -0.2003], [-3.6524, 1.1171, -1.2221], [-3.6037, 0.7461, 1.0746], [-3.9699, -1.1719, -0.4067], [-4.3379, -1.7175, -1.8224], [-5.1817, -3.0321, -1.9532], [-5.6803, -3.8249, -0.7040], [-5.3167, -3.2814, 0.7226], [-5.8370, -4.0206, 2.0286], [-7.1357, -4.6119, 1.8620], [-5.9825, -3.1354, 3.1511], [-4.8824, -5.0514, 2.3447], [-4.4622, -1.9676, 0.8591], [-0.9004, -1.0583, -0.7209], [2.2559, -5.5290, 1.3105], [3.3933, -4.3489, 1.3997], [2.4075, -4.4810, -0.8488], [0.7335, -3.9343, -0.1093], [3.5613, -2.5572, -0.4554], [3.4599, -1.3205, 1.2811], [1.3051, -2.3160, -1.9795], [2.4850, -0.9155, -1.8015], [0.5029, 0.2371, -1.6387], [-0.7984, 1.6657, 1.1018], [0.1068, -0.6638, 2.7115], [-1.4779, -1.3308, 1.9802], [-1.3676, 1.0529, -0.9933], [-4.0403, -1.1736, -2.7754], [-5.4864, -3.4287, -2.9762], [-6.3289, -4.7695, -0.8342], [-4.2377, -1.5778, 1.9207], [3.5400, 0.8728, -4.2441], [2.1108, 1.1675, -3.2467], [4.0823, -0.8058, -4.1085], [3.2917, 1.0821, -5.2839], [4.3428, 1.5305, -3.9168], [1.4084, 0.8434, -8.2746], [1.8670, 2.0093, -7.0275], [0.3629, -0.4186, -7.6130], [0.8751, 1.3655, -9.0681], [2.3096, 0.3826, -8.6771], [-0.1779, 0.0079, 7.7428], [1.1619, -1.1156, 7.4849], [-0.7313, -0.0323, 9.4231], [0.1551, 1.0159, 7.5042], [-1.0037, -0.2702, 7.0908], [7.4820, 1.4183, -4.6268], [6.4801, 2.8744, -4.6523], [7.3189, 0.5519, -3.0947], [7.1726, 0.7614, -5.4387], [8.5241, 1.7059, -4.7610], [5.0267, -0.9517, 6.4510], [4.0104, -2.3820, 6.2503], [5.2704, -0.1244, 4.9084], [4.5411, -0.2687, 7.1470], [5.9948, -1.2554, 6.8470], [9.9301, 5.2448, -3.5196], [9.7718, 4.4482, -5.0903], [8.6907, 4.6854, -2.3921], [10.9122, 5.0196, -3.1063], [9.8252, 6.3202, -3.6562], [-1.2999, 3.6028, -3.9708], [-0.7394, 3.3534, -2.3146], [-2.0460, 2.1378, -4.6220], [-2.0343, 4.4071, -3.9786], [-0.4492, 3.8735, -4.5949], [-1.9213, -3.6130, -7.6669], [-1.4568, -2.4417, -6.4277], [-2.9654, -4.8736, -6.9971], [-2.4571, -3.0951, -8.4601], [-1.0220, -4.0762, -8.0707], [-1.7836, 3.5641, 9.5152], [-0.1161, 3.9760, 9.9345], [-1.8459, 2.5362, 8.0795], [-2.2375, 3.0317, 10.3518], [-2.3359, 4.4819, 9.3176], [-2.2886, -1.6827, -11.7023], [-1.0625, -1.6224, -10.4307], [-3.0922, -3.2570, -11.7413], [-3.0327, -0.9104, -11.5127], [-1.8100, -1.5057, -12.6644], [-2.3950, 0.5038, 12.6921], [-4.1101, 0.0824, 12.6245], [-2.1600, 2.2513, 12.5593], [-1.9841, 0.1632, 13.6413], [-1.8776, 0.0138, 11.8689], [1.1185, 3.1752, 3.2839], [1.7843, 4.0842, 1.9213], [2.3604, 2.1822, 4.0584], [0.7193, 3.8763, 4.0154], [0.3218, 2.5268, 2.9215], [-5.3654, 3.1905, 0.2667], [-7.0845, 2.7787, 0.2002], [-5.1224, 4.9370, 0.1207], [-4.9576, 2.8553, 1.2187], [-4.8499, 2.6915, -0.5502]], "forces_ev_per_angstrom": [[-0.1, -0.6, -0.1], [1.9, 0.8, -0.1], [1.0, -1.0, -1.7], [0.3, 0.0, -0.6], [1.0, -1.0, 0.2], [0.1, 0.8, -1.6], [-1.9, -0.3, 2.4], [0.8, 1.5, -1.5], [-0.3, -0.4, 0.0], [0.5, 4.7, -1.4], [0.3, -5.5, 0.0], [0.5, 0.0, -0.8], [1.4, 1.0, 1.4], [-0.9, -0.6, -0.3], [0.8, -1.7, 2.0], [1.0, -0.9, -2.4], [-2.3, -3.2, -0.1], [-1.3, -2.0, 3.1], [0.6, 1.1, 3.5], [1.9, 3.2, 0.5], [0.8, 2.1, -2.9], [0.0, 0.2, 0.1], [3.3, 1.1, 0.4], [0.7, -2.4, -2.7], [-2.7, 2.3, -0.2], [-1.0, -1.2, -2.7], [-2.1, 0.7, 0.3], [-0.1, 0.7, -0.2], [-1.1, 0.1, -0.3], [-1.4, 1.0, 0.8], [1.5, -0.1, 0.4], [-1.5, 0.1, 0.6], [-1.1, -0.5, -0.3], [0.6, 1.1, 1.2], [-1.3, -1.2, 1.4], [-0.2, 0.4, -0.9], [-0.1, -1.8, 0.6], [-1.5, 0.4, -0.5], [0.8, 1.5, 0.9], [-0.2, -1.7, 0.5], [-0.3, -0.7, 1.6], [0.6, 0.7, 1.6], [1.2, 1.8, 0.3], [-0.4, -0.6, -2.0], [-0.1, 0.5, 0.0], [0.2, 0.1, -0.3], [0.1, -0.1, -0.2], [0.1, -0.2, 0.3], [-0.1, -0.2, 0.1], [0.0, -0.1, -0.2], [-0.1, 0.2, -0.2], [0.3, 0.3, -0.2], [0.0, 0.0, 0.2], [-0.1, 0.1, 0.2], [0.2, 0.0, -0.3], [-0.1, 0.1, -0.1], [0.1, -0.3, 0.3], [0.1, -0.2, 0.2], [0.1, -0.1, 0.2], [0.2, -0.2, -0.1], [0.1, 0.1, -0.2], [0.1, 0.0, -0.1], [-0.1, 0.1, 0.2], [-0.2, 0.1, 0.1], [0.0, 0.1, 0.2], [0.1, -0.1, 0.1], [0.1, 0.1, 0.1], [0.0, -0.1, -0.2], [-0.1, 0.0, -0.2], [0.1, 0.2, 0.2], [0.1, 0.1, -0.1], [0.1, 0.1, 0.0], [-0.2, -0.1, -0.1], [-0.1, -0.2, -0.1], [0.1, 0.2, 0.0], [0.0, 0.2, -0.1], [0.0, 0.0, -0.1], [0.0, -0.2, 0.1], [-0.1, -0.2, 0.1], [0.1, 0.1, -0.2], [-0.2, -0.3, 0.1], [0.0, -0.1, -0.1], [0.0, -0.1, 0.2], [-0.1, 0.0, 0.2], [-0.3, 0.0, 0.0], [0.0, 0.1, 0.1], [-0.5, 0.7, -0.3], [0.3, 0.1, -0.4], [0.2, -0.1, -0.1], [0.0, 0.2, -0.2], [0.0, 0.2, -0.1], [-0.1, 0.0, -0.1], [0.1, -0.2, 0.1], [0.0, -0.1, 0.2], [0.1, -0.3, 0.0], [0.1, -0.1, 0.0], [0.1, -0.1, 0.4], [-0.1, 0.2, -0.1], [-0.2, 0.2, 0.1], [-0.3, 0.0, 0.0], [-0.1, 0.1, 0.0], [0.0, -0.1, 0.1], [0.2, -0.1, -0.1], [0.3, 0.1, 0.0], [0.2, -0.2, 0.0], [-0.1, -0.1, 0.0], [0.1, 0.1, 0.0], [-0.1, 0.1, -0.1], [-0.2, 0.2, 0.1]]}

Record 2
{"formula": "C28H43BaF5GeN2O5PS3Se", "method": "the ωB97M-V functional and the def2-TZVPD basis", "max_force_ev_per_a": 2.3, "e_homo_ev": [-4.7, -4.7], "e_above_lowest_ev": 0.000, "homo_lumo_gap_ha": [0.227, 0.227], "total_charge": -1, "total_energy_ev": -220898.914, "lumo_ha": [0.0555, 0.0554], "elements": ["Ba", "C", "C", "C", "C", "O", "Ge", "O", "C", "C", "C", "C", "O", "C", "C", "C", "C", "H", "H", "H", "H", "H", "H", "H", "H", "H", "H", "H", "H", "H", "H", "H", "H", "H", "H", "H", "H", "H", "H", "H", "H", "H", "H", "H", "C", "C", "O", "P", "S", "S", "O", "C", "C", "H", "H", "H", "H", "H", "H", "H", "H", "H", "H", "F", "C", "C", "F", "C", "F", "C", "Se", "C", "F", "C", "F", "N", "C", "S", "C", "C", "C", "N", "C", "C", "H", "H", "H", "H", "H", "H"], "xyz": [[-0.2803, -0.2466, 0.2726], [-1.1117, 4.7037, -0.1810], [-0.1179, 3.5960, -0.5003], [-0.5421, 3.0494, -1.8421], [1.2702, 4.1589, -0.6609], [-0.1901, 2.4616, 0.3954], [-0.6599, 2.5506, 2.2652], [-2.1013, 1.3841, 1.9122], [-3.4487, 1.7734, 1.7226], [-3.7977, 1.6806, 0.2465], [-4.3143, 0.7471, 2.4477], [-3.7751, 3.1063, 2.2593], [0.3824, 1.0264, 2.5918], [0.4390, 0.2970, 3.7998], [-0.8220, -0.5559, 4.0508], [1.6356, -0.6305, 3.6528], [0.6318, 1.2185, 4.9779], [-1.2192, 5.4760, -0.9797], [-2.0681, 4.2280, 0.0091], [-0.7988, 5.1832, 0.7745], [-0.4530, 3.7463, -2.6826], [0.1267, 2.2261, -2.0627], [-1.5673, 2.6779, -1.7994], [1.2374, 5.0496, -1.3000], [1.6431, 4.4876, 0.2946], [1.9372, 3.4047, -1.1176], [-3.6308, 0.6988, -0.0998], [-4.7895, 2.0333, 0.0430], [-3.1133, 2.3293, -0.3034], [-4.0625, -0.2275, 2.0652], [-4.0656, 0.7987, 3.5047], [-5.4131, 0.8348, 2.3733], [-3.1762, 3.8952, 1.7654], [-4.8338, 3.3701, 2.0514], [-3.5969, 3.1423, 3.3301], [-1.1151, -0.9782, 3.1016], [-0.6092, -1.3560, 4.7415], [-1.6750, -0.0072, 4.3708], [1.4456, -1.1079, 2.6906], [2.5642, -0.0515, 3.4732], [1.7615, -1.3699, 4.4425], [-0.3008, 1.7401, 5.0864], [0.7872, 0.6631, 5.8865], [1.4653, 1.8976, 4.7982], [-1.0984, -7.0190, 0.2394], [-0.9629, -6.0583, 1.3497], [-1.8665, -4.9231, 1.1819], [-1.3068, -3.6638, 0.3638], [-2.7002, -2.2780, 0.4465], [0.5401, -3.1536, 0.9611], [-1.2148, -4.3468, -1.1147], [-0.8645, -3.4422, -2.1974], [-1.1902, -4.0374, -3.5072], [-0.6109, -8.0013, 0.4361], [-0.6839, -6.5332, -0.6309], [-2.1280, -7.2379, 0.0400], [0.0822, -5.7231, 1.4044], [-1.2790, -6.4486, 2.3312], [0.2184, -3.2318, -2.0569], [-1.4055, -2.5250, -2.0811], [-0.6311, -4.9670, -3.6295], [-0.7977, -3.3709, -4.2917], [-2.2464, -4.1316, -3.6391], [-1.7500, 1.6390, -7.9284], [-1.1370, 1.1629, -6.8249], [0.2356, 1.2467, -6.6953], [0.9445, 1.8404, -7.6937], [0.8871, 0.8122, -5.5563], [2.1848, 0.9558, -5.5065], [0.1925, 0.2626, -4.4748], [1.1533, -0.3454, -2.9539], [-1.1610, 0.2461, -4.6341], [-1.9494, -0.2550, -3.6220], [-1.8401, 0.6969, -5.7525], [-3.1995, 0.6954, -5.8241], [7.3388, -0.8279, 1.3972], [6.8122, 0.2073, 0.7092], [7.7087, 1.3848, 0.0344], [5.2976, 0.1482, 0.5868], [4.5068, 1.2965, 0.7240], [3.1487, 1.1236, 0.4800], [2.5468, -0.0584, 0.1822], [3.2856, -1.1492, 0.1689], [4.6801, -1.0764, 0.3555], [8.3196, -0.7896, 1.6474], [6.7162, -1.3510, 1.9765], [4.9371, 2.2382, 0.9546], [2.4481, 1.9189, 0.4373], [2.8112, -2.1079, 0.0510], [5.3503, -1.9274, 0.2874]], "forces_ev_per_angstrom": [[-0.4, 0.7, -0.5], [0.3, 0.6, 1.3], [-0.8, -0.2, -0.9], [0.1, -0.6, -0.6], [0.4, -0.1, -0.1], [0.5, 0.9, 0.0], [-0.2, 0.5, -0.1], [-0.1, 0.0, 0.1], [-0.8, -1.5, -0.5], [1.1, 1.5, 0.1], [-0.2, -0.2, 0.5], [-0.3, 2.0, -0.2], [0.0, -0.1, -0.5], [0.1, -0.3, 0.9], [0.8, 0.0, -1.0], [0.4, 0.4, -1.2], [0.0, 0.2, -0.3], [0.2, -0.7, 0.5], [-0.3, 0.2, -0.1], [-0.3, 0.1, -0.6], [0.0, 0.2, 0.3], [0.0, -0.4, -0.3], [0.0, 0.0, -0.1], [0.0, -0.2, -0.1], [0.4, 0.0, 0.5], [-0.2, 0.4, 0.2], [-0.1, -1.3, -0.5], [-0.7, -0.1, -0.1], [0.0, 0.1, -0.1], [0.2, -0.5, 0.0], [0.0, -0.2, 0.2], [0.4, 0.4, -0.3], [-0.2, -0.2, 0.4], [0.5, -0.3, 0.2], [0.0, 0.2, 0.2], [-0.2, -0.5, -0.3], [0.0, -0.3, 0.3], [-0.6, 0.7, 0.4], [0.3, -0.7, 0.2], [-0.4, -0.2, 0.4], [-0.1, 0.1, 0.0], [-0.3, 0.8, 0.3], [0.2, -0.3, 0.4], [-0.1, 0.1, 0.1], [0.3, -1.1, -0.5], [-0.2, 0.5, 1.6], [0.9, -0.2, -0.2], [-0.2, -0.5, -0.4], [0.0, 0.1, 0.0], [-0.3, -0.3, -0.1], [-0.3, 0.6, 0.2], [1.3, 0.0, 1.2], [1.3, 0.0, -0.9], [0.0, 0.8, 0.0], [0.1, -0.3, -0.5], [-0.7, -0.1, -0.1], [-0.4, 0.2, 0.3], [0.3, -0.1, -0.4], [-0.6, 0.0, -0.4], [-0.3, 0.7, 0.2], [-0.4, -0.3, -0.1], [-0.2, 0.0, 0.2], [-0.7, -0.4, -0.1], [0.2, -0.2, 0.4], [0.2, 0.6, -0.4], [0.7, 0.4, -0.6], [-0.3, -0.4, 0.4], [-1.3, 0.0, -0.2], [1.3, 0.1, -0.1], [1.1, 0.1, 0.0], [-0.1, 0.0, 0.2], [-1.8, -0.6, 1.2], [0.5, 0.4, -0.7], [-1.2, -0.2, 0.0], [0.7, -0.2, 0.2], [0.2, 0.3, 0.0], [-0.8, -0.2, 0.2], [0.2, 0.4, -0.2], [0.3, 0.1, 0.3], [-0.7, -1.5, -0.7], [0.0, -0.9, -0.4], [0.5, 0.5, 0.6], [1.6, 0.2, 0.3], [0.1, 0.2, -0.1], [-0.3, 0.0, -0.2], [-0.1, -0.4, 0.3], [0.2, 0.7, 0.1], [-0.3, 0.9, 0.3], [-0.2, -0.1, -0.3], [-0.5, -0.2, -0.1]]}